[1]
{"formula": "C12H16F6INO4", "method": "the ωB97M-V functional and the def2-TZVPD basis", "e_tot_ha": -1718.9133, "orbital_gap_ev": 3.884, "largest_force_ev_per_a": 9.4, "homo_energy_ev": -6.18, "species": ["H", "F", "C", "F", "H", "C", "C", "H", "C", "F", "C", "H", "C", "H", "H", "C", "C", "N", "H", "H", "H", "H", "I", "C", "O", "H", "H", "C", "O", "H", "O", "O", "C", "F", "H", "H", "F", "H", "F", "C"], "positions_angstrom": [[0.86334, 2.30356, 0.77941], [3.96842, -0.02273, 1.14083], [3.79233, -0.58167, -1.77234], [1.90403, -2.02739, -1.18375], [-0.83278, -0.46034, -1.66454], [0.10964, 3.02864, 0.27138], [-2.66688, -1.48038, -0.87742], [-3.09799, -1.67944, -1.94517], [0.06790, -0.15474, 1.74282], [1.64042, 0.46825, -1.13730], [-1.18172, -0.45044, 0.76296], [-0.60432, -2.26112, -0.75091], [1.61964, -0.34614, 1.86422], [1.24678, -4.07300, 0.20792], [0.78138, 3.78726, -0.36263], [-3.44678, -0.35266, 0.08749], [2.48574, -0.68327, -0.79289], [-2.34683, 0.56666, 0.66710], [-2.64375, 0.89346, 1.61109], [-4.42309, 0.15038, -0.33457], [-3.89847, -0.87443, 1.06247], [5.79412, -0.63774, -1.59638], [-1.63001, 4.15488, -1.96838], [-2.32429, 1.76442, -0.16976], [0.30703, -4.06319, 0.20590], [-3.04726, 1.61861, -1.11355], [-2.86513, -2.45595, -0.21706], [-0.95689, 2.37876, -0.76659], [5.07280, 0.08535, -1.56057], [-1.75356, -1.33286, 1.34937], [3.66096, -1.14696, -3.00852], [-0.45627, 0.35858, 2.90997], [2.68973, -0.76366, 0.78991], [1.78490, -1.33483, 3.01287], [-0.52679, 1.68260, -1.60070], [-0.42617, 3.71597, 1.07547], [2.13379, 0.92845, 2.51828], [-2.86353, 2.64202, 0.43683], [3.09869, -2.20150, 1.06452], [-1.02912, -1.14341, -0.73776]], "forces_ev_per_angstrom": [[-1.637, 1.054, -0.821], [-3.974, -1.940, -1.339], [1.676, -2.800, -8.070], [1.302, 5.084, 1.187], [0.344, -1.141, 2.127], [0.648, 1.146, -0.514], [-0.343, -0.750, 1.968], [0.856, 0.851, 2.100], [-4.882, 3.426, 6.370], [1.722, -3.138, 1.015], [1.060, -3.628, -0.965], [0.334, 2.174, 0.587], [1.465, 0.199, 4.842], [1.250, -0.034, -0.016], [-1.427, -1.813, 1.423], [-2.098, -2.218, 0.961], [-0.744, -1.527, -1.466], [-0.476, -0.972, 0.220], [0.674, -0.759, -0.537], [2.538, -0.287, 0.556], [1.179, 0.780, -2.152], [-1.764, 1.455, -0.197], [0.073, -1.009, 0.521], [-0.881, 4.144, -2.614], [-1.799, 0.974, -0.032], [1.842, 0.093, 2.154], [0.634, 1.838, -1.878], [0.310, -0.129, 0.145], [-2.278, -2.711, 0.953], [1.814, 1.924, -1.074], [0.231, 3.650, 8.651], [3.375, -2.869, -6.895], [4.586, -2.472, 1.032], [-0.643, 2.926, -3.675], [-0.550, 1.355, 1.911], [0.965, -1.696, -1.638], [-1.667, -3.393, -2.351], [1.272, -1.949, -1.189], [-1.414, 4.616, -1.047], [-3.576, -0.455, -0.251]]}

---

[2]
{"formula": "C20H19ClF2N5O5RuS", "method": "the ωB97M-V functional and the def2-TZVPD basis", "e_above_lowest_kcal_mol": 0.0, "e_tot_ha": -2576.2141, "orbital_gap_ev": [7.079, 7.521], "largest_force_ev_per_a": 0.5, "spin_multiplicity": 6, "homo_energy_ev": [-7.23, -8.98], "species": ["O", "C", "H", "H", "C", "H", "H", "N", "C", "H", "N", "H", "C", "C", "H", "H", "H", "H", "C", "C", "C", "H", "O", "N", "C", "C", "F", "H", "C", "H", "C", "H", "C", "Ru", "H", "H", "C", "H", "S", "H", "C", "C", "Cl", "H", "N", "C", "O", "F", "C", "O", "C", "N", "O", "C"], "positions_angstrom": [[2.37766, 2.74549, 1.11147], [-3.43750, 2.24798, 1.99061], [-3.32789, 1.90016, -0.13413], [0.73862, -2.95527, -3.09739], [-1.97385, -1.84774, 0.82003], [-0.16683, -1.78357, -3.96266], [0.87475, -3.66517, 1.06848], [1.62076, 0.06486, -1.99879], [1.81897, -0.63772, 0.34160], [-4.38138, 2.77178, 1.94798], [-1.68811, 1.12375, 0.83345], [-2.57060, -1.31436, 0.10144], [-0.66795, -1.89300, -2.02337], [-2.85983, 1.76917, 0.83414], [4.26888, -1.34069, -0.53620], [0.17435, -3.74235, 3.41679], [1.00433, 0.69909, 2.55068], [0.46477, -3.16499, -0.98741], [0.26778, 0.18967, 1.92044], [4.19783, -0.66706, -2.60050], [-2.35705, -1.89280, 2.15381], [1.43920, 0.78976, -3.91391], [2.38095, -1.39387, 1.12730], [0.73485, 0.11635, 0.55756], [-2.76031, 2.05850, 3.19023], [-0.81047, -2.49030, 0.43289], [-0.77537, 2.42046, -3.57728], [0.12230, -0.81321, 2.34231], [3.69064, -0.89162, -1.33050], [-3.26432, -1.38008, 2.44896], [-1.17669, 2.76149, -2.28175], [-1.90875, -2.59121, 4.13241], [2.10852, 0.29782, -3.21664], [-0.14443, 1.25207, -1.01345], [-3.17110, 2.43719, 4.11712], [-0.90055, 3.81033, -2.14597], [-0.43707, -3.21614, 2.69649], [5.21440, -0.95207, -2.83868], [-1.74175, -0.58727, -2.16678], [3.76987, 0.14905, -4.55437], [-1.59829, -2.56668, 3.09658], [3.39978, -0.06013, -3.56096], [1.62611, 3.47724, 0.14066], [-0.99188, 1.23534, 4.09915], [-0.30252, -2.51423, -0.89516], [-1.55101, 1.39330, 3.18647], [0.18716, 3.35635, 0.42640], [-2.56017, 2.70775, -2.29105], [2.39331, -0.48982, -1.06311], [2.01367, 4.84178, 0.08790], [-1.03568, 0.93602, 1.97924], [-0.07619, -2.36310, -3.14546], [1.79449, 2.84250, -1.18813], [-0.04641, -3.18077, 1.37108]], "forces_ev_per_angstrom": [[-0.024, 0.079, -0.041], [-0.002, -0.045, 0.007], [0.019, 0.047, 0.004], [-0.062, -0.065, 0.019], [-0.170, -0.196, 0.033], [-0.035, -0.006, -0.021], [-0.003, 0.041, 0.014], [0.032, 0.320, 0.273], [0.115, 0.156, -0.349], [-0.011, -0.004, 0.009], [0.170, 0.436, -0.032], [-0.018, 0.004, -0.004], [0.182, -0.025, 0.035], [-0.004, -0.071, -0.043], [0.001, -0.006, 0.002], [0.003, -0.002, 0.003], [0.016, 0.008, -0.014], [-0.024, -0.046, -0.037], [-0.037, -0.016, 0.010], [0.032, -0.046, 0.013], [-0.092, -0.084, -0.031], [0.014, 0.006, 0.004], [0.025, -0.017, 0.116], [0.161, 0.204, 0.139], [-0.005, -0.001, 0.016], [0.121, 0.016, -0.008], [0.005, -0.049, 0.049], [0.084, 0.229, -0.004], [-0.011, 0.005, -0.102], [0.006, -0.004, 0.015], [-0.068, 0.009, 0.210], [0.006, 0.013, 0.014], [0.009, -0.082, 0.000], [-0.077, 0.000, -0.531], [-0.007, 0.002, 0.002], [0.004, -0.047, 0.058], [-0.071, -0.090, -0.006], [0.005, 0.014, -0.001], [-0.035, -0.007, -0.125], [0.014, -0.004, -0.001], [-0.032, -0.064, -0.016], [-0.063, 0.004, 0.009], [-0.150, -0.147, -0.072], [0.006, 0.002, 0.003], [-0.089, -0.178, 0.000], [-0.024, -0.019, -0.017], [0.248, -0.081, 0.081], [0.028, -0.038, -0.040], [-0.116, -0.116, 0.150], [-0.052, -0.031, -0.084], [0.037, -0.012, 0.059], [0.006, 0.139, 0.019], [-0.044, -0.061, 0.206], [-0.022, -0.074, 0.011]]}

---

[3]
{"formula": "CH4NO2", "method": "the ωB97M-V functional and the def2-TZVPD basis", "e_above_lowest_kcal_mol": 48.8, "e_tot_ha": -245.7198, "orbital_gap_ev": 5.943, "largest_force_ev_per_a": 0.9, "total_charge": -1, "homo_energy_ev": -1.43, "species": ["C", "O", "H", "O", "H", "H", "H", "N"], "positions_angstrom": [[-1.27029, -0.46619, 0.59482], [2.46453, -0.35974, -0.25275], [1.57043, -0.63688, -0.47254], [-1.09126, -0.06511, 1.73643], [-1.29734, 0.05253, -1.35726], [-1.47073, 1.50066, -0.46029], [2.61782, -0.50205, 0.68582], [-1.52315, 0.47677, -0.47423]], "forces_ev_per_angstrom": [[0.460, -0.460, -0.606], [0.773, 0.135, -0.365], [-0.370, -0.038, 0.523], [-0.268, 0.705, 0.051], [-0.183, 0.123, -0.117], [0.226, -0.034, 0.470], [-0.558, -0.073, -0.107], [-0.079, -0.358, 0.151]]}

---

[4]
{"formula": "C7H11ClFN2", "method": "the ωB97M-V functional and the def2-TZVPD basis", "e_above_lowest_kcal_mol": 35.8, "e_tot_ha": -942.5389, "orbital_gap_ev": 8.401, "smiles": "C[C@H](N)/C=[NH+]/C=C\\C=C(\\F)Cl", "largest_force_ev_per_a": 4.5, "total_charge": 1, "homo_energy_ev": -12.81, "species": ["H", "N", "C", "H", "C", "H", "H", "H", "C", "C", "H", "F", "H", "C", "H", "H", "H", "C", "Cl", "N", "H", "C"], "positions_angstrom": [[-1.32812, -1.49190, 0.03709], [0.92885, -0.00482, 0.97123], [1.07907, 0.72621, 2.13042], [0.54525, -0.99161, 1.03048], [0.60980, 1.92999, 2.43998], [0.56985, 2.18849, 3.47750], [-0.25442, -2.91771, -0.23590], [1.09980, 1.14111, -0.78692], [-0.73232, -0.41494, -2.17024], [0.55551, 2.77857, 0.21978], [1.06331, -1.56144, -1.72154], [-0.23002, 3.14590, -0.75934], [-0.99068, 3.22537, 1.85188], [0.81436, 0.16220, -0.33306], [-1.34745, 0.36338, -1.70836], [-0.17111, -0.18945, -3.02444], [1.47937, 0.14900, 2.88941], [0.28468, -1.01167, -1.15016], [2.21443, 2.90993, -0.02377], [-0.32807, -1.87170, -0.12140], [-1.51648, -1.24450, -2.52216], [-0.03254, 2.74333, 1.48412]], "forces_ev_per_angstrom": [[1.995, -1.592, -0.314], [-0.934, -0.886, -3.206], [0.229, 0.287, -0.273], [0.264, -0.348, 0.875], [-0.145, 0.378, -0.020], [0.146, 0.096, 0.472], [-0.472, 1.845, -0.112], [-0.184, -1.773, 0.066], [-1.992, -2.993, 0.866], [-2.674, 1.502, 3.346], [-0.205, 0.492, 0.635], [0.107, 0.629, -1.326], [1.031, -0.581, -1.405], [1.352, 1.568, 0.964], [0.361, 0.241, -0.417], [0.401, 1.165, -1.325], [0.681, -1.221, 1.378], [-1.053, -0.151, 0.407], [0.560, -0.036, -0.442], [-1.555, -0.446, 0.043], [1.849, 1.567, 0.880], [0.237, 0.258, -1.091]]}